57
Properties=species:S:1:pos:R:3:forces:R:3:nbo_charge:R:1 method="wB97M-V/def2-TZVPD" gap_ha=0.29429 mol_weight_g_mol=515.43 charge=+1 lumo_energy_ev=-4.156
O 4.026 -0.290 2.310 -3.972 2.226 -2.731 -0.868
S 2.610 0.139 1.855 0.059 -4.189 6.472 1.742
O 1.611 -0.144 3.037 2.779 1.823 -4.643 -0.886
C 2.468 1.916 1.273 1.011 1.564 -0.880 -0.452
N 1.169 2.607 1.654 -0.861 0.084 -0.013 -0.599
C -0.093 2.129 1.399 -6.700 -3.915 -2.019 0.614
N -0.464 0.830 0.718 -2.660 1.528 1.019 -0.506
C -1.959 0.598 0.640 4.742 6.081 3.004 0.263
N -2.529 1.848 1.296 2.835 -4.801 -2.139 -0.356
N -1.474 2.676 1.682 3.316 0.223 0.256 -0.370
H 2.179 -0.720 0.799 0.531 1.398 0.588 0.120
H 3.349 2.512 1.814 -2.019 -1.506 -1.065 0.300
H 2.691 1.961 0.104 -0.698 -0.275 2.460 0.281
H 1.262 3.553 2.113 -0.180 -1.734 -0.709 0.454
H -2.489 -0.349 0.188 1.090 2.376 1.056 0.308
H -3.566 1.962 1.385 1.506 0.880 0.031 0.489
H -1.608 3.617 2.139 -0.410 -1.681 -0.779 0.453
C -6.078 -0.942 -1.273 -0.436 -1.322 -0.247 -0.106
C -7.124 0.003 -0.777 -1.357 -0.427 -0.080 -0.107
O -6.367 1.047 -0.193 1.677 0.408 -0.281 -0.469
C -5.136 1.022 -0.782 0.193 0.657 -0.087 0.978
O -4.287 1.887 -0.640 -1.429 -1.451 -0.180 -0.645
O -4.979 -0.096 -1.550 0.456 1.500 0.654 -0.476
H -6.393 -1.475 -2.175 0.246 0.155 0.113 0.226
H -5.780 -1.673 -0.514 -0.013 0.077 -0.081 0.191
H -7.732 0.418 -1.588 0.095 -0.013 0.109 0.201
H -7.784 -0.458 -0.037 0.163 0.254 -0.044 0.222
C -3.475 3.211 -4.165 -0.717 -0.810 -0.105 -0.101
C -3.246 4.166 -3.039 -0.606 0.153 0.992 -0.108
O -1.964 4.695 -3.316 0.351 -0.093 -0.726 -0.490
C -1.756 4.549 -4.658 2.154 1.165 -1.616 0.957
O -0.826 5.049 -5.269 -2.214 -1.219 1.528 -0.563
O -2.725 3.773 -5.225 0.641 0.601 0.288 -0.475
H -4.531 3.133 -4.437 0.229 0.037 -0.137 0.204
H -3.087 2.210 -3.950 -0.016 0.064 0.005 0.182
H -3.973 4.985 -3.031 0.052 -0.064 -0.037 0.186
H -3.258 3.670 -2.064 0.125 0.153 -0.160 0.206
C 5.084 -3.063 -1.798 1.139 -0.454 -0.265 -0.105
C 4.769 -1.704 -1.263 0.951 0.744 0.423 -0.110
O 3.403 -1.534 -1.590 -0.707 -0.496 -0.068 -0.505
C 2.869 -2.783 -1.726 -2.377 -1.020 -0.376 0.960
O 1.677 -3.014 -1.839 2.621 0.674 0.375 -0.577
O 3.843 -3.739 -1.718 -1.058 0.736 0.104 -0.468
H 5.845 -3.578 -1.204 -0.251 -0.048 -0.114 0.216
H 5.406 -3.037 -2.844 -0.045 0.006 0.105 0.194
H 4.883 -1.645 -0.175 0.013 -0.016 -0.051 0.188
H 5.379 -0.923 -1.726 -0.254 -0.050 0.049 0.210
C 3.241 -3.355 4.244 -0.804 0.783 0.143 -0.101
C 4.417 -3.347 3.322 0.406 0.820 -0.667 -0.103
O 5.257 -4.351 3.857 -0.389 -0.596 0.507 -0.482
C 4.459 -5.199 4.569 0.839 -2.541 1.083 0.958
O 4.825 -6.270 5.024 -0.877 2.566 -1.093 -0.565
O 3.198 -4.693 4.704 0.748 -0.500 -0.112 -0.481
H 2.310 -3.091 3.734 0.077 -0.157 0.193 0.202
H 3.378 -2.690 5.103 0.002 -0.035 -0.102 0.188
H 4.146 -3.621 2.296 -0.022 -0.023 0.029 0.170
H 4.928 -2.380 3.308 0.025 -0.297 0.020 0.216